93
Properties=species:S:1:pos:R:3:forces:R:3:mulliken_spin:R:1 method="wB97M-V/def2-TZVPD" largest_force_ev_per_a=0.4 total_energy_ev=-98324.5727 e_above_lowest_ev=0.345 s2=0.792 spin_multiplicity=2
Ti 0.875 0.511 -0.089 0.194 0.249 -0.256 0.04
C -0.363 4.636 1.148 -0.051 0.107 0.031 0.00
C 0.183 3.565 0.436 -0.002 -0.068 -0.008 0.00
N 0.490 2.423 1.011 -0.198 -0.241 -0.045 0.01
C 0.278 2.262 2.343 -0.087 0.086 -0.179 0.00
C -0.273 3.282 3.137 0.125 0.048 -0.043 0.00
C -0.601 4.490 2.487 -0.030 0.002 0.011 0.00
C -0.449 3.048 4.522 -0.015 0.042 0.012 0.00
C -0.049 1.850 5.036 0.015 -0.052 0.039 0.00
C 0.494 0.821 4.233 0.036 0.017 0.142 0.00
C 0.639 0.984 2.870 0.029 0.072 -0.056 0.00
N 1.155 0.121 1.930 -0.185 -0.100 -0.066 0.00
C 1.451 -1.205 2.257 -0.068 -0.002 0.002 0.00
C 0.725 -1.991 3.121 -0.037 -0.002 0.088 0.00
C 1.074 -3.338 3.358 -0.077 0.017 0.056 0.00
C 2.132 -3.915 2.723 0.045 -0.071 -0.001 0.00
C 2.860 -3.164 1.771 -0.040 0.134 -0.013 0.00
C 3.914 -3.711 1.011 0.027 -0.062 -0.005 0.00
C 4.511 -2.954 0.051 0.058 0.016 -0.046 0.00
C 4.039 -1.647 -0.175 -0.049 0.029 0.042 0.00
N 3.081 -1.088 0.527 -0.114 -0.127 -0.059 0.00
C 2.506 -1.822 1.518 0.048 -0.080 -0.012 0.01
H -0.626 5.546 0.626 0.006 -0.023 0.016 0.00
H 0.339 3.625 -0.634 0.008 0.002 -0.016 0.00
H -1.057 5.291 3.056 0.011 -0.015 -0.003 0.00
H -0.882 3.820 5.146 0.009 -0.016 -0.006 0.00
H -0.152 1.663 6.099 0.001 0.005 -0.027 0.00
H 0.805 -0.092 4.715 -0.003 0.014 -0.010 0.00
H -0.149 -1.583 3.609 0.017 -0.012 -0.021 0.00
H 0.481 -3.914 4.058 0.010 0.014 -0.015 0.00
H 2.407 -4.947 2.908 -0.008 0.031 -0.004 0.00
H 4.217 -4.736 1.189 0.004 0.007 -0.003 0.00
H 5.315 -3.342 -0.559 -0.022 0.010 0.004 0.00
H 4.470 -1.060 -0.977 0.003 -0.008 0.006 0.00
C 3.526 2.106 0.801 -0.046 -0.037 -0.005 0.00
O 2.774 1.617 -0.322 0.095 0.069 0.109 0.01
C 3.525 1.269 -1.439 -0.060 -0.005 0.084 0.03
C 4.809 1.700 -1.685 0.041 0.058 0.080 -0.02
C 5.439 1.279 -2.853 0.052 -0.018 -0.064 0.04
C 4.763 0.466 -3.750 -0.039 -0.008 0.009 -0.01
C 3.460 0.055 -3.499 0.141 -0.095 -0.034 0.08
C 2.839 0.434 -2.316 -0.075 0.013 -0.005 -0.06
N 1.542 0.120 -1.936 -0.155 0.039 0.004 0.06
N 0.817 -0.456 -2.914 0.058 0.073 -0.014 0.51
C -0.506 -0.234 -2.915 -0.015 0.149 0.143 0.01
C -1.159 0.711 -2.091 0.039 0.074 -0.121 0.24
O -0.552 1.261 -1.035 0.183 -0.318 0.229 0.04
C -2.456 1.162 -2.415 -0.065 -0.116 0.128 -0.12
C -3.168 0.583 -3.424 -0.010 -0.033 -0.032 0.20
C -2.616 -0.500 -4.174 -0.052 0.032 0.041 -0.05
C -3.365 -1.170 -5.165 0.024 -0.064 -0.064 0.04
C -2.823 -2.212 -5.873 -0.022 0.056 0.046 -0.04
C -1.503 -2.623 -5.615 -0.010 0.021 0.012 0.05
C -0.751 -1.982 -4.662 0.037 -0.032 -0.027 -0.05
C -1.291 -0.910 -3.926 0.012 -0.025 -0.044 -0.04
H 4.373 1.448 0.978 0.034 -0.041 0.005 0.00
H 2.869 2.084 1.660 -0.034 0.015 0.014 0.00
H 3.858 3.123 0.602 0.013 0.043 -0.012 0.00
H 5.325 2.348 -0.990 -0.002 -0.012 -0.025 0.00
H 6.453 1.598 -3.057 -0.037 -0.009 0.008 0.00
H 5.252 0.151 -4.663 -0.006 -0.002 0.006 0.00
H 2.919 -0.572 -4.192 -0.010 0.009 0.000 0.01
H -2.865 1.969 -1.817 0.025 -0.054 -0.051 0.00
H -4.168 0.929 -3.660 0.022 -0.015 0.011 0.01
H -4.382 -0.846 -5.355 0.017 -0.009 -0.001 0.00
H -3.409 -2.721 -6.629 0.010 0.017 0.021 0.00
H -1.079 -3.451 -6.171 -0.008 0.020 0.015 0.00
H 0.264 -2.293 -4.449 -0.042 0.010 -0.009 0.00
O -1.824 -0.479 1.073 0.012 0.004 -0.010 0.00
C -1.336 -1.377 0.406 0.108 0.003 0.010 0.00
C -2.013 -2.690 0.072 0.023 -0.043 -0.039 0.00
C -0.929 -3.492 -0.641 -0.078 0.037 0.056 0.00
C 0.259 -2.545 -0.726 -0.185 0.074 0.078 0.03
O 1.329 -2.828 -1.200 0.096 -0.003 -0.037 0.00
N -0.082 -1.321 -0.147 0.193 0.114 -0.123 -0.01
H -2.875 -2.469 -0.560 0.002 -0.018 -0.007 0.00
H -2.383 -3.146 0.989 0.001 -0.022 0.013 0.00
H -1.194 -3.802 -1.651 -0.015 0.011 -0.011 0.00
H -0.613 -4.380 -0.093 -0.011 -0.021 0.007 0.00
O -3.660 3.699 1.218 -0.024 -0.137 0.048 0.00
S -3.167 2.284 1.124 -0.125 -0.037 0.139 0.00
C -3.307 1.579 2.820 0.162 0.084 -0.046 0.00
C -4.474 0.599 2.864 0.038 -0.110 0.035 0.00
C -5.452 1.038 1.784 -0.088 0.057 -0.019 0.00
C -4.582 1.272 0.562 0.164 0.071 -0.111 0.00
H -3.484 2.470 3.425 0.014 0.001 0.008 0.00
H -2.353 1.127 3.092 -0.041 0.037 -0.016 0.00
H -4.927 0.566 3.857 -0.007 0.031 -0.010 0.00
H -4.105 -0.403 2.631 -0.005 0.016 0.009 0.00
H -5.947 1.971 2.065 0.010 -0.016 0.005 0.00
H -6.224 0.290 1.596 -0.006 -0.002 -0.017 0.00
H -5.048 1.828 -0.250 -0.024 -0.002 0.015 0.00
H -4.164 0.338 0.179 0.012 0.041 0.012 0.00